78
Properties=species:S:1:pos:R:3 method="wB97M-V/def2-TZVPD" spin_multiplicity=5 s2=6.0080 lumo_ev="2.423 / 2.423" charge=-1
Ho 0.381 -0.064 1.047
N -1.342 -3.077 2.841
N 2.912 -1.735 -0.083
C 0.627 2.517 1.030
C 1.982 2.051 1.111
C 2.134 1.330 2.334
C 3.367 0.633 2.796
H 4.138 0.659 2.017
H 3.176 -0.425 3.032
H 3.764 1.115 3.703
C 0.890 1.382 3.040
C 0.600 0.711 4.338
H 0.570 1.439 5.166
H 1.365 -0.042 4.566
H -0.364 0.180 4.326
C -0.050 2.114 2.233
C -1.462 2.406 2.608
H -1.932 1.542 3.104
H -2.077 2.624 1.723
H -1.524 3.265 3.298
C 3.105 2.324 0.174
H 3.847 3.001 0.631
H 2.773 2.766 -0.774
H 3.634 1.390 -0.064
C 0.025 3.243 -0.125
H -0.988 2.875 -0.354
H 0.620 3.082 -1.036
H -0.047 4.330 0.050
C -2.240 -4.008 2.580
H -3.099 -4.071 3.259
C -2.127 -4.889 1.488
H -2.887 -5.652 1.356
C -1.061 -4.707 0.592
H -0.973 -5.336 -0.296
C -0.097 -3.745 0.866
H 0.756 -3.538 0.215
C -0.223 -2.920 2.045
C 0.636 -1.869 2.371
H 1.210 -1.941 3.296
C 1.932 -0.968 -0.539
C 3.651 -2.229 -1.137
H 4.463 -2.924 -0.990
C 3.157 -1.708 -2.307
H 3.451 -1.862 -3.333
N 2.074 -0.925 -1.936
C 1.244 -0.138 -2.781
C 1.751 1.064 -3.309
C 0.872 1.900 -4.006
H 1.256 2.834 -4.425
C -0.462 1.546 -4.207
C -1.364 2.391 -5.051
H -2.267 2.686 -4.507
H -1.684 1.840 -5.944
H -0.844 3.294 -5.380
C -0.948 0.371 -3.631
H -1.991 0.081 -3.773
C -0.118 -0.474 -2.887
C -0.677 -1.734 -2.282
H -0.579 -2.587 -2.974
H -1.745 -1.605 -2.061
H -0.186 -2.035 -1.343
C 3.181 1.478 -3.141
H 3.771 1.245 -4.041
H 3.676 1.001 -2.289
H 3.233 2.570 -3.004
N -2.862 -0.747 3.036
C -3.129 -0.551 1.701
C -4.443 -0.635 1.180
C -4.663 -0.242 -0.141
C -3.592 0.259 -0.895
C -2.320 0.286 -0.330
N -2.064 -0.201 0.916
H -2.031 -1.315 3.263
H -3.676 -0.962 3.606
H -5.239 -1.034 1.816
H -5.655 -0.300 -0.592
H -3.726 0.642 -1.912
H -1.468 0.731 -0.874